# C5H11NS

A single C5H11NS molecule at a distorted geometry (wB97M-V/def2-TZVPD, the OMol25 dataset).

Structure (XYZ):
```
18
Properties=species:S:1:pos:R:3
C 1.9538 -0.5121 -0.9180
C 1.7274 -0.3141 0.5485
C 0.5379 -0.2090 1.1413
C -0.9023 -0.4408 0.8283
C -1.6497 0.7673 0.3745
H 2.6806 0.4017 -1.2028
H 2.4863 -1.6346 -1.1883
H 1.0892 -0.2906 -1.6344
H 2.3971 -0.2715 1.3978
H 0.7715 -0.2805 2.3335
H -1.2818 -0.7822 1.8063
H -0.5639 -1.1610 -1.3225
H -2.8443 0.7893 0.3365
H -1.4258 1.6173 1.1468
H -1.8226 1.3262 -1.6962
H -0.6650 1.9711 -0.7117
N -1.1186 0.8676 -1.0153
S -1.3698 -1.8441 -0.2243
```

SMILES   C/C=C\[C@H](S)CN
HOMO energy   -8.66 eV
Total energy   -649.88182 hartree
Total charge   0
Energy above the lowest of the compared OMol25 structures with the same formula, charge and spin   4.278 eV
F_max   8.11 eV/A